Computed, not measured: a molecular structure, CH2N2O3 at a distorted geometry, with the ωB97M-V functional and the def2-TZVPD basis.

Last column: natural (NBO) charge in e.
CARTESIAN COORDINATES (ANGSTROEM)
C: -1.8712 0.0690 0.2417  0.499
N: 0.8554 -0.5523 -2.0081  0.138
N: 1.7452 0.2345 -1.8906  0.321
O: 0.6778 0.7919 -2.5950  -0.176
O: 2.8129 0.5779 -1.6664  -0.283
O: -2.0679 -1.0263 0.0352  -0.499
H: -1.1732 0.3324 3.9552  0.002
H: -0.9788 -0.4270 3.9279  -0.002

Its spin multiplicity is 3.



Computed, not measured: a molecular structure, C50H54N7O5S2V at a distorted geometry, with the ωB97M-V functional and the def2-TZVPD basis.

Last column: Löwdin spin population.
CARTESIAN COORDINATES (ANGSTROEM)
V: -12.5864 -14.8735 -13.2001  1.855
C: -10.6394 -8.8540 -14.1600  0.000
C: -9.9179 -10.1330 -14.4164  0.000
C: -8.5398 -9.8985 -14.9711  0.000
O: -9.7474 -10.8160 -13.1842  0.000
C: -10.3752 -12.0887 -13.2674  0.002
C: -11.1201 -12.1338 -14.6130  0.002
O: -10.7026 -10.9512 -15.2950  0.001
C: -10.9255 -13.4884 -15.4157  0.009
O: -11.4648 -14.5184 -14.6073  0.007
C: -11.7726 -13.4266 -16.7213  0.000
C: -11.5198 -14.3423 -17.7349  0.000
C: -12.2643 -14.3263 -18.9278  0.000
C: -13.2887 -13.3811 -19.0438  0.000
C: -13.6330 -12.5438 -18.0077  0.000
C: -12.8680 -12.5853 -16.8629  0.000
C: -9.4940 -13.6867 -15.7020  0.000
C: -8.7752 -12.8951 -16.7045  0.000
C: -7.3934 -13.1545 -16.8999  0.000
C: -6.7412 -14.1540 -16.2174  0.000
C: -7.4418 -14.9417 -15.3123  0.000
C: -8.7734 -14.6158 -15.0084  0.001
C: -11.2238 -12.3950 -12.0031  0.006
O: -12.1924 -13.3067 -12.3146  0.030
C: -10.3126 -12.9676 -10.9065  0.000
C: -10.9434 -13.6915 -9.9174  0.001
C: -10.1833 -14.1850 -8.8603  0.000
C: -8.8028 -13.9080 -8.8855  0.000
C: -8.2071 -13.1116 -9.8449  0.000
C: -8.9540 -12.6639 -10.8668  0.000
C: -12.0350 -11.1704 -11.5752  0.002
C: -11.4128 -10.0331 -11.0329  0.000
C: -12.0585 -8.8832 -10.7534  0.000
C: -13.4215 -8.7673 -10.9935  0.000
C: -14.0843 -9.8608 -11.5461  0.000
C: -13.4069 -11.0135 -11.9339  0.000
H: -10.1321 -8.2366 -13.4012  0.000
H: -11.6807 -9.0321 -13.8990  0.000
H: -10.6637 -8.1920 -15.0438  0.000
H: -7.8916 -9.3846 -14.2068  0.000
H: -8.6784 -9.2079 -15.8228  0.000
H: -8.0692 -10.7263 -15.4199  0.000
H: -9.5415 -12.8670 -13.3102  0.000
H: -12.1795 -12.1305 -14.4741  0.001
H: -10.6577 -14.9934 -17.7190  0.000
H: -11.9712 -14.9066 -19.7710  0.000
H: -13.7505 -13.1731 -19.9755  0.000
H: -14.4253 -11.7933 -18.1045  0.000
H: -12.9987 -11.8185 -16.1437  0.000
H: -9.2813 -12.0856 -17.2447  0.000
H: -6.8522 -12.5378 -17.6124  0.000
H: -5.6893 -14.3817 -16.4339  0.000
H: -6.9440 -15.7700 -14.8309  0.000
H: -9.3203 -15.1935 -14.2216  0.001
H: -12.0043 -13.8770 -9.8875  0.000
H: -10.6549 -14.7944 -8.1039  0.000
H: -8.1915 -14.2663 -8.0829  0.000
H: -7.1924 -12.7224 -9.7756  0.000
H: -8.5449 -12.0526 -11.7032  0.000
H: -10.3386 -10.0706 -10.8136  0.000
H: -11.4948 -8.0137 -10.3941  0.000
H: -13.9355 -7.8363 -10.7662  0.000
H: -15.1669 -9.8510 -11.7164  0.000
H: -13.9313 -11.8720 -12.3874  0.000
S: -17.2308 -16.8278 -18.4661  0.000
C: -15.6585 -17.0029 -18.0890  0.000
N: -15.0176 -18.1910 -18.3801  0.000
C: -13.8493 -18.6225 -17.8315  0.000
C: -13.2447 -17.8292 -16.8916  0.000
C: -13.7378 -16.4929 -16.7147  0.000
C: -14.8257 -16.0762 -17.4120  0.000
H: -15.5495 -18.8274 -18.9250  0.000
H: -13.4862 -19.5984 -18.0866  0.000
H: -12.3325 -18.1924 -16.3709  0.000
H: -13.1506 -15.8103 -16.1573  0.000
H: -15.1651 -15.0318 -17.2886  0.000
C: -14.6171 -11.7378 -8.5090  0.000
C: -14.9546 -12.7995 -9.5083  0.000
C: -16.1573 -12.6951 -10.1774  0.002
C: -16.4673 -13.6976 -11.0702  0.000
N: -15.7050 -14.7506 -11.3389  0.004
C: -14.4985 -14.7083 -10.7367  0.007
S: -13.3393 -15.9397 -11.1781  0.017
N: -14.1352 -13.8018 -9.8236  0.002
H: -14.0170 -12.1144 -7.7429  0.000
H: -15.4945 -11.2700 -8.0405  0.000
H: -14.0291 -10.9514 -9.0415  0.000
H: -16.8712 -11.8586 -10.0684  0.000
H: -17.4112 -13.7464 -11.6047  0.000
C: -10.1006 -18.7822 -11.4685  0.000
C: -10.6790 -19.0204 -12.8539  0.002
C: -9.5108 -19.3558 -13.8160  0.000
C: -11.5136 -20.2522 -12.6549  0.001
C: -11.4158 -17.8442 -13.3069  0.012
N: -12.1309 -17.0603 -13.6664  0.008
H: -9.4690 -19.6659 -11.2631  0.000
H: -10.8533 -18.8035 -10.7190  0.000
H: -9.4328 -17.9224 -11.3791  0.000
H: -9.2723 -20.4106 -13.7354  0.000
H: -8.6407 -18.7520 -13.5703  0.000
H: -9.8554 -19.2241 -14.8639  0.000
H: -10.9228 -21.0010 -12.1376  0.000
H: -11.7666 -20.7418 -13.5735  0.000
H: -12.3763 -20.0684 -12.0720  0.000
C: -17.7297 -16.4508 -14.5473  0.000
N: -16.5413 -15.6648 -14.6713  0.002
C: -16.5199 -14.2998 -15.1438  0.000
C: -15.1751 -13.7789 -14.5489  0.005
O: -14.6543 -12.6981 -14.6800  0.004
N: -14.6182 -14.9004 -13.8989  0.009
C: -15.4312 -15.9308 -13.9903  0.003
N: -15.1606 -17.1423 -13.5541  0.001
H: -18.4300 -16.1312 -15.2821  0.000
H: -18.1297 -16.3157 -13.5340  0.000
H: -17.5576 -17.5203 -14.6562  0.000
H: -17.3465 -13.8271 -14.6932  0.000
H: -16.5793 -14.1333 -16.1892  0.000
H: -14.3711 -17.2281 -12.9021  0.001
H: -15.8540 -17.8520 -13.7557  0.000

Its spin multiplicity is 3.



Computed, not measured: C4H9N3O in the gas phase at a distorted geometry, with the ωB97M-V functional and the def2-TZVPD basis.

Last column: natural (NBO) charge in e.
CARTESIAN COORDINATES (ANGSTROEM)
C: -2.7354 -0.0928 0.0184  -0.456
N: -1.5678 -0.9786 0.0081  -0.512
C: -0.2811 -0.5566 0.0580  0.391
N: 0.7996 -1.4181 -0.1001  -0.417
N: 2.0866 -1.1023 -0.0378  -0.676
C: 0.2929 0.7346 0.5044  -0.026
C: 0.0035 1.8543 -0.2390  -0.110
O: 1.3844 1.3268 -0.1703  -0.506
H: -3.0155 0.0830 -1.0824  0.198
H: -2.7111 0.9604 0.6132  0.177
H: -3.6697 -0.7402 0.2851  0.218
H: 0.5514 -2.1946 -0.6937  0.374
H: 2.2906 -0.1522 -0.5795  0.381
H: 2.6300 -1.1043 0.8087  0.357
H: 0.5729 0.8109 1.6609  0.212
H: 0.0376 2.8432 0.2160  0.197
H: -0.6686 1.7349 -1.0078  0.198

As for the SMILES: C/N=C(/NN)[C@@H]1CO1.



Computed, not measured: a molecular structure, C28H54F3O26Rb2 at a distorted geometry, with the ωB97M-V functional and the def2-TZVPD basis.

Last column: Löwdin charge in e.
CARTESIAN COORDINATES (ANGSTROEM)
Rb: -3.0547 -4.7073 -0.6641  0.940
Rb: -5.5525 -3.4323 1.9309  0.948
C: -2.2750 -1.5491 1.2991  -0.515
O: -1.4109 -1.4379 0.1460  -0.098
O: -2.8139 -2.7479 1.4128  -0.409
C: -1.3724 -1.1684 2.4817  -0.559
F: -1.3157 0.1629 2.6396  0.135
F: -1.8432 -1.6870 3.6278  0.142
F: -0.1215 -1.6282 2.3449  0.148
C: -2.0420 -0.9499 -1.0068  -0.277
C: -0.9955 -0.8351 -2.0924  -0.055
H: -1.4062 -0.3557 -2.9807  0.090
H: -0.1559 -0.2492 -1.7171  0.058
H: -0.5602 -1.8150 -2.3074  0.083
H: -2.4140 0.0694 -0.8147  0.118
H: -2.8976 -1.5596 -1.3260  0.082
H: -2.9796 -0.6955 1.1724  0.144
C: -3.2889 2.5500 0.6987  -0.055
O: -3.0373 3.4706 -0.3409  0.017
C: -1.7617 3.7532 -0.5944  -0.617
O: -0.8078 3.3001 -0.0168  0.122
O: -1.7389 4.6419 -1.5653  0.024
C: -0.4493 5.1342 -1.9483  -0.019
H: -2.4594 1.8646 0.8794  0.072
H: -4.1980 2.0040 0.4564  0.092
H: -3.4438 3.0716 1.6476  0.097
H: -0.5972 6.1754 -2.2209  0.100
H: -0.0661 4.5530 -2.7836  0.086
H: 0.2609 5.0939 -1.1249  0.091
C: 0.9308 2.4929 7.0123  -0.023
O: -0.1072 3.0096 6.1757  0.024
C: -1.0563 2.1430 5.8873  -0.619
O: -1.1193 0.9972 6.2429  0.125
O: -1.9620 2.7723 5.1262  0.011
C: -3.1240 2.0268 4.7938  -0.049
H: 1.6831 3.2694 7.1030  0.098
H: 1.4228 1.6232 6.5784  0.074
H: 0.5114 2.2184 7.9784  0.102
H: -2.9802 1.4997 3.8445  0.071
H: -3.9218 2.7394 4.5877  0.092
H: -3.3781 1.3154 5.5732  0.094
C: -3.1520 -0.2663 -8.4566  -0.050
O: -2.2537 -0.1160 -7.3741  0.006
C: -1.4119 -1.1348 -7.1859  -0.614
O: -1.3545 -2.1220 -7.8679  0.138
O: -0.6490 -0.8585 -6.1289  0.016
C: 0.0729 -1.9516 -5.6167  -0.048
H: -2.6384 -0.2673 -9.4186  0.102
H: -3.8361 0.5769 -8.4174  0.095
H: -3.7349 -1.1876 -8.4073  0.097
H: -0.5543 -2.8349 -5.4753  0.088
H: 0.3758 -1.7005 -4.5951  0.080
H: 1.0085 -2.2077 -6.1098  0.107
C: 5.7360 0.0488 -2.5396  -0.046
O: 5.0827 -0.2168 -1.3103  0.019
C: 3.9996 -0.9717 -1.3858  -0.637
O: 3.4992 -1.3990 -2.3906  0.112
O: 3.5452 -1.1624 -0.1498  -0.005
C: 2.5187 -2.1293 0.0522  -0.023
H: 6.4296 0.8741 -2.3908  0.098
H: 5.0499 0.4150 -3.3022  0.086
H: 6.2826 -0.8380 -2.8544  0.100
H: 2.3608 -2.0657 1.1281  0.092
H: 2.8208 -3.1308 -0.2374  0.101
H: 1.5795 -1.7910 -0.3870  0.082
C: -0.1505 -4.2792 8.2293  -0.042
O: 0.4448 -3.0211 7.9357  0.010
C: 0.7924 -2.8175 6.6725  -0.627
O: 0.5461 -3.5684 5.7534  0.105
O: 1.4291 -1.6736 6.5683  0.023
C: 1.6737 -1.2055 5.2325  -0.007
H: -0.2259 -4.3024 9.3090  0.094
H: 0.4512 -5.1089 7.8564  0.096
H: -1.1140 -4.3614 7.7252  0.094
H: 1.6479 -0.1231 5.2310  0.069
H: 0.9625 -1.6876 4.5680  0.074
H: 2.6752 -1.5391 4.9476  0.100
C: -4.9208 -1.6284 -3.8310  -0.005
O: -4.2000 -2.3773 -4.8006  0.043
C: -3.4367 -3.3636 -4.3824  -0.609
O: -3.0176 -3.5226 -3.2510  -0.030
O: -3.0970 -4.0983 -5.4265  0.025
C: -2.6348 -5.4159 -5.1592  -0.019
H: -4.4064 -1.6108 -2.8721  0.070
H: -5.9044 -2.0816 -3.6759  0.103
H: -5.0739 -0.6228 -4.2052  0.108
H: -1.8244 -5.4475 -4.4344  0.094
H: -2.3546 -5.8524 -6.1106  0.108
H: -3.4499 -6.0363 -4.7655  0.103
C: 1.6369 1.2770 -3.0398  -0.023
O: 1.6789 2.6939 -3.0910  0.013
C: 2.7701 3.2549 -2.5834  -0.604
O: 3.7786 2.6886 -2.2610  0.138
O: 2.5463 4.5593 -2.4827  -0.008
C: 3.6675 5.4075 -2.3063  -0.029
H: 2.1105 0.9218 -2.1226  0.081
H: 2.1153 0.8551 -3.9178  0.108
H: 0.6123 0.9264 -2.9358  0.063
H: 4.6079 4.8730 -2.1752  0.093
H: 3.5285 6.0228 -1.4197  0.097
H: 3.7484 6.0359 -3.1929  0.098
C: 4.9545 1.0090 4.6955  -0.055
O: 4.5562 1.0792 3.3500  0.020
C: 3.3086 1.4589 3.0936  -0.614
O: 2.5494 1.9525 3.8821  0.126
O: 3.0550 1.2180 1.8167  0.018
C: 1.7349 1.4392 1.3691  -0.028
H: 4.7318 1.9305 5.2434  0.098
H: 6.0213 0.8127 4.7277  0.096
H: 4.4710 0.2297 5.2964  0.087
H: 1.5916 1.0632 0.3512  0.084
H: 1.5115 2.5022 1.3386  0.099
H: 1.0230 0.8371 1.9342  0.083

The total charge is +1.



Q: Which energy above the lowest of the compared OMol25 structures with the same formula, charge and spin values were calculated for the entries above? A: 599.6 0.0 539.4 42.9, in kJ/mol.